The following is a DFT calculation (ωB97M-V with the def2-TZVPD basis set) of C11H18ClIN2O2PW as an isolated structure in a non-equilibrium geometry.

Summary:
Gap between HOMO and LUMO (spin up / spin down), eV: 6.2 / 4.4
Highest occupied orbital energy (spin up / spin down), eV: -19.520 / -19.511
Multiplicity: 3
E_LUMO (spin up / spin down), eV: -13.32 / -15.10
Charge: +3

Each line ends with the Mulliken charge.
Geometry (Å):
C1 -0.90808 -2.59558 -1.10526  -1.142
C2 0.26497 -1.71342 -0.73371  0.326
H1 -0.53374 -3.57362 -1.43852  0.393
H2 -1.52357 -2.17076 -1.90895  0.272
H3 -1.55535 -2.72807 -0.22385  0.350
O1 1.42206 -2.14906 -0.65886  -0.375
I1 0.82489 2.77289 0.20269  0.471
W1 -0.44029 0.19221 0.27204  1.202
P1 -0.13971 0.57618 -2.11117  0.661
C3 1.55616 1.06319 -2.58052  -1.137
C4 -0.51553 -0.59392 -3.45021  -1.463
H4 -2.16590 1.89401 -2.22284  0.407
H5 -1.09364 2.17306 -3.62689  0.447
H6 -0.72166 2.93180 -2.05512  0.351
C5 -1.12868 2.03605 -2.53942  -1.049
H7 -1.57386 -0.87134 -3.40769  0.430
H8 -0.31085 -0.09647 -4.40488  0.569
H9 1.52834 1.34920 -3.63825  0.465
H10 2.24792 0.22825 -2.43065  0.385
H11 0.11737 -1.48321 -3.35644  0.416
H12 1.89308 1.92287 -1.98526  0.365
C6 1.66955 0.11975 0.26346  0.215
O2 2.83503 0.08539 0.25742  -0.181
Cl1 -2.70769 0.19304 0.43842  -0.149
N1 -0.84081 -2.43866 1.91302  -0.331
C7 -0.42507 -1.45073 2.80537  0.713
C8 -0.61991 -1.55262 4.18653  -0.926
C9 -0.01925 -0.59484 5.00627  -0.257
C10 0.80334 0.36612 4.41064  -0.823
C11 0.97479 0.36381 3.03329  0.020
N2 0.12153 -0.35538 2.23041  0.000
H13 -0.05830 -2.94806 1.48430  0.323
H14 -1.40948 -3.14516 2.36698  0.297
H15 -1.16752 -2.42181 4.56193  0.378
H16 -0.15762 -0.61351 6.08486  0.490
H17 1.38732 1.08721 4.98453  0.442
H18 1.75265 0.94688 2.53622  0.447


The following is a DFT calculation (ωB97M-V with the def2-TZVPD basis set) of one molecule with the formula C7H10 in a non-equilibrium geometry.

Summary:
Gap between HOMO and LUMO (spin up / spin down), eV: 7.9 / 7.7
Highest occupied orbital energy (spin up / spin down), eV: -7.694 / -7.788
E_LUMO (spin up / spin down), eV: 0.19 / -0.05

Each line ends with the Mulliken charge.
Geometry (Å):
C1 -1.47728 0.51715 -1.17714  -0.701
C2 -0.44444 1.24575 -0.49963  -0.714
C3 0.53483 -0.02073 0.28414  1.063
C4 0.36067 -1.16682 -0.68992  -0.962
C5 1.93366 0.04445 0.33810  -0.991
C6 -0.11723 -0.27199 1.56894  -1.275
C7 -0.68269 -0.45956 2.61581  0.390
H1 -1.55510 0.57448 -2.26059  0.337
H2 -2.41639 0.33604 -0.65775  0.291
H3 -0.81749 -0.80286 -1.07875  0.043
H4 0.25244 1.77696 -1.14997  0.292
H5 -0.74454 1.85685 0.35032  0.411
H6 0.43112 -2.16962 -0.26657  0.337
H7 0.93503 -1.06161 -1.61353  0.395
H8 2.49400 0.19917 -0.57874  0.314
H9 2.49141 0.04112 1.27074  0.305
H10 -1.17800 -0.63877 3.54455  0.466


The following is a DFT calculation (ωB97M-V with the def2-TZVPD basis set) of C26H35N3RuSSi2Te as an isolated structure.

Summary:
Gap between HOMO and LUMO (spin up / spin down), eV: 6.8 / 7.0
Highest occupied orbital energy (spin up / spin down), eV: -9.051 / -11.059
Multiplicity: 6
E_LUMO (spin up / spin down), eV: -2.26 / -4.10
Charge: +1

Each line ends with the Mulliken charge.
Geometry (Å):
Ru1 -0.21130 0.34850 -0.62648  0.754
N1 -1.59523 -1.41127 0.36563  -0.579
N2 -2.25050 -0.89703 1.48660  -0.253
C1 -2.48544 0.42090 1.64117  0.845
N3 -3.07416 0.77406 2.78648  -0.454
S1 -2.15729 1.60067 0.48012  -0.416
H1 -2.24521 -1.93636 -0.21182  0.285
H2 -0.82911 -2.00513 0.66593  0.341
H3 -2.45848 -1.53495 2.23952  0.198
H4 -3.27588 0.11922 3.52375  0.190
H5 -3.23525 1.75149 2.95705  0.205
C2 1.76614 2.73752 -0.95005  -1.240
Si1 2.17830 1.22372 -2.01752  0.263
C3 3.29735 -0.05227 -1.21398  -1.086
C4 3.02954 1.86377 -3.56613  0.783
C5 3.83623 2.99870 -3.41978  -0.261
C6 4.57819 3.49631 -4.47953  -0.705
C7 4.51967 2.87471 -5.71798  -0.483
C8 3.72150 1.75313 -5.88595  -0.683
C9 2.98667 1.25555 -4.82060  -0.295
H6 2.60638 2.89241 -0.26704  0.305
H7 0.87878 2.68762 -0.31344  0.451
H8 1.66013 3.60526 -1.60205  0.524
H9 4.07105 0.47515 -0.64835  0.325
H10 3.79027 -0.63095 -1.99738  0.384
H11 2.79339 -0.72746 -0.52411  0.403
H12 3.90057 3.50582 -2.46370  0.319
H13 5.20013 4.37040 -4.33813  0.416
H14 5.09268 3.26403 -6.54883  0.384
H15 3.66950 1.26394 -6.84966  0.411
H16 2.37176 0.37803 -4.97987  0.165
C10 4.54775 1.07769 2.48465  -0.885
Si2 2.84454 1.28460 3.23192  -0.086
C11 2.46650 3.09263 3.53196  -0.963
C12 2.66712 0.28388 4.80058  -0.977
C13 1.61454 0.64621 1.99869  -0.095
C14 0.82721 0.20926 1.16471  -0.294
H17 5.32065 1.33209 3.21249  0.359
H18 4.68163 1.73158 1.62056  0.251
H19 4.71749 0.04992 2.16117  0.329
H20 3.02561 3.46152 4.39428  0.335
H21 1.40525 3.25040 3.72824  0.319
H22 2.74292 3.70445 2.67156  0.312
H23 3.41106 0.58862 5.53840  0.310
H24 2.80418 -0.78038 4.60462  0.313
H25 1.67976 0.42131 5.24416  0.296
Te1 0.27287 -0.78229 -3.17747  0.328
C15 -1.05543 -2.12719 -4.26434  -0.097
C16 -1.25502 -3.43151 -3.84197  -0.280
C17 -2.04858 -4.28361 -4.60235  -0.543
C18 -2.63146 -3.82649 -5.77323  -0.487
C19 -2.41956 -2.52023 -6.19518  -0.633
C20 -1.62436 -1.66689 -5.44544  -0.067
C21 -1.27850 0.67870 -3.01923  -0.561
C22 -2.60188 0.25540 -2.86243  -0.063
C23 -3.62068 1.18726 -2.76526  -0.685
C24 -3.33618 2.54583 -2.81555  -0.535
C25 -2.02783 2.97222 -2.98962  -0.786
C26 -1.00087 2.04476 -3.10361  0.083
H26 -0.79446 -3.79419 -2.93000  0.364
H27 -2.20739 -5.30380 -4.27860  0.392
H28 -3.24779 -4.49055 -6.36425  0.387
H29 -2.86857 -2.16782 -7.11451  0.396
H30 -1.45865 -0.64948 -5.78022  0.398
H31 -2.83297 -0.80290 -2.83847  0.506
H32 -4.64224 0.85207 -2.64417  0.433
H33 -4.13470 3.27007 -2.73073  0.405
H34 -1.80233 4.02797 -3.05791  0.468
H35 0.01142 2.38609 -3.29039  0.556


Looking at energy above the lowest of the compared OMol25 structures with the same formula, charge and spin for the records above, in order, we have 0.0, 626.2, 20.5 kJ/mol.
Looking at energy for the records above, in order, we have -50480.2132, -7414.5442, -68456.6284 eV.